# C3H8INO2S2

C3H8INO2S2 as an isolated structure (wB97M-V/def2-TZVPD, the OMol25 dataset).

Each line ends with the Mulliken charge.
Element x y z (Å)
I1 3.769167 0.409223 0.367387  0.16
S1 1.537565 -1.748992 0.054042  1.08
S2 2.579502 -0.352169 -2.495201  -0.12
O1 2.689477 -2.518340 0.490464  -0.56
O2 0.629300 -2.387197 -0.871082  -0.66
N1 0.527805 -1.234171 1.320801  -0.26
C1 -0.903225 -1.089602 0.929335  -0.91
C2 1.037974 2.415503 -0.480877  -0.96
C3 2.174667 -0.314051 -0.791447  -0.23
H1 -1.216455 -2.092839 0.640718  0.39
H2 0.148819 2.136384 0.017509  0.30
H3 1.875958 -1.431433 -2.925705  0.17
H4 -1.455296 -0.633406 1.744743  0.31
H5 1.152473 2.590118 -1.511356  0.36
H6 0.426838 -1.827649 2.154813  0.29
H7 -1.055099 -0.490223 0.003526  0.30
H8 1.714549 3.052381 0.073429  0.35

Atomic forces in eV per Å
0.096 0.495 -0.047
-0.828 -1.943 -0.263
-0.417 -0.311 0.405
-1.342 0.930 0.435
0.341 0.210 -0.357
0.076 0.597 -0.040
0.436 -0.038 -1.683
0.968 0.859 0.794
0.613 0.097 0.580
-0.719 0.141 0.313
-0.801 -0.416 0.038
-0.080 0.263 0.434
0.029 -0.170 0.106
-0.409 -0.346 -1.252
1.533 0.044 -0.606
0.407 -0.114 0.781
0.096 -0.299 0.362

Results
energy above the lowest of the compared OMol25 structures with the same formula, charge and spin	89.6	kcal/mol
orbital gap (spin up / spin down)	7.39 / 8.49	eV
electronic energy	-1418.21831	Ha
highest occupied orbital energy (spin up / spin down)	-8.74 / -8.49	eV

***

# C3H8INOS

C3H8INOS as an isolated structure (wB97M-V/def2-TZVPD, the OMol25 dataset).

Each line ends with the Mulliken spin population.
Element x y z (Å)
I1 0.649992 0.339305 -2.859829  0.08
S1 -0.176783 -1.309009 -0.253865  0.70
O1 -0.215305 -0.444406 1.325244  0.21
N1 -1.623941 -1.089056 -0.963485  0.05
C1 2.055146 0.060910 -0.214490  0.02
C2 0.785893 0.091434 -0.806131  0.82
C3 -0.914770 0.646475 1.425319  0.03
H1 -0.745623 0.999229 2.467562  0.01
H2 -2.026086 -0.304414 -1.523913  0.00
H3 -0.660525 1.503687 0.707285  -0.02
H4 2.257121 1.151387 -0.454962  0.04
H5 -2.366889 -1.310797 -0.316190  0.01
H6 2.032693 -0.027457 0.945284  0.00
H7 2.865274 -0.499087 -0.713030  0.05
H8 -1.916197 0.191799 1.235200  0.01

Atomic forces in eV per Å
0.121 0.317 -0.202
0.719 -1.252 -2.132
3.864 -3.014 1.402
-2.870 0.419 -0.459
2.910 3.123 2.085
-2.702 -1.922 -1.175
-2.591 2.817 0.467
-0.808 0.298 -0.490
1.681 -0.591 0.426
-0.343 -0.945 0.622
1.168 -0.752 0.745
-0.102 -0.297 0.167
0.054 -0.164 -2.197
-0.451 -0.153 0.287
-0.651 2.117 0.455

Results
energy above the lowest of the compared OMol25 structures with the same formula, charge and spin	90.1	kcal/mol
orbital gap (spin up / spin down)	5.71 / 8.21	eV
spin multiplicity	3
electronic energy	-944.72431	Ha
highest occupied orbital energy (spin up / spin down)	-5.32 / -9.25	eV

***

# C3H8IP

The molecule C3H8IP (wB97M-V/def2-TZVPD, the OMol25 dataset).

Each line ends with the Mulliken charge.
Element x y z (Å)
I1 1.794778 -2.894890 1.901759  -0.08
P1 -0.216654 -2.230248 0.732746  -0.05
C1 0.473263 -0.664208 -0.003460  -0.93
C2 -0.116904 1.599165 -0.555823  -1.33
C3 -0.732224 0.270280 -0.616108  -0.25
H1 -0.916317 -0.019181 -1.636846  0.35
H2 -0.417927 2.413460 -1.273014  0.31
H3 -1.548827 0.354373 0.119136  0.32
H4 0.897864 1.578762 -0.688315  0.39
H5 -0.278678 2.028316 0.434145  0.35
H6 1.175720 -0.959900 -0.903889  0.36
H7 -0.924954 -1.462584 1.669502  0.04
H8 0.810858 -0.013348 0.820167  0.51

Atomic forces in eV per Å
0.124 -0.100 0.427
-0.086 0.462 -0.977
-1.476 -0.063 -1.863
-1.440 3.530 -0.293
1.597 -1.515 1.252
-0.816 -0.370 -0.063
-0.422 -0.996 0.456
-0.327 -0.974 -0.910
2.768 -0.236 -0.363
0.096 0.113 0.070
-0.937 1.015 2.194
0.035 -0.188 0.684
0.886 -0.678 -0.614

Results
energy above the lowest of the compared OMol25 structures with the same formula, charge and spin	33.1	kcal/mol
orbital gap	9.21	eV
electronic energy	-758.11770	Ha
highest occupied orbital energy	-8.97	eV

***

# C3H8IP

The molecule C3H8IP (wB97M-V/def2-TZVPD, the OMol25 dataset).

Each line ends with the Mulliken charge.
Element x y z (Å)
I1 -2.715673 0.140282 0.145582  -0.11
P1 -0.602506 -0.606341 -0.818721  0.07
C1 -0.343702 -2.128042 0.201096  -1.03
C2 0.509279 1.944882 -0.382984  -1.12
C3 0.574964 0.504225 0.102658  -0.55
H1 0.381093 0.448183 1.178442  0.36
H2 0.627739 -2.549813 -0.056362  0.34
H3 1.573864 0.093848 -0.082995  0.37
H4 -0.469345 2.377425 -0.181258  0.29
H5 1.259275 2.548674 0.124583  0.34
H6 -1.113161 -2.858803 -0.043509  0.36
H7 0.691804 1.998133 -1.455135  0.34
H8 -0.373633 -1.912649 1.268600  0.33

Atomic forces in eV per Å
-0.149 0.060 0.089
0.529 -0.128 0.282
-0.199 0.158 -0.127
0.046 -0.057 0.031
-0.284 -0.034 -0.083
0.026 -0.075 -0.091
0.076 -0.005 -0.044
-0.057 -0.083 0.000
-0.035 0.044 -0.003
0.026 0.086 -0.008
0.021 -0.027 0.018
0.013 0.067 -0.067
-0.013 -0.006 0.003

Results
energy above the lowest of the compared OMol25 structures with the same formula, charge and spin	0.0	kcal/mol
orbital gap	9.22	eV
electronic energy	-758.17047	Ha
highest occupied orbital energy	-8.81	eV

***

# C3H8N

An isolated ion of composition C3H8N and charge +1 (wB97M-V/def2-TZVPD, the OMol25 dataset).

Each line ends with the Mulliken charge.
Element x y z (Å)
N1 0.639120 -0.863112 0.759400  -0.35
C1 0.080895 0.040116 -0.284322  0.70
C2 -0.454842 1.321114 0.326990  -1.19
C3 -0.298681 -0.533345 -1.415186  -0.89
H1 -1.496783 1.176869 0.603235  0.32
H2 0.339542 -0.740848 1.730263  0.38
H3 0.552916 -1.881921 0.620141  0.37
H4 0.194126 1.581047 1.166560  0.37
H5 -0.795924 0.038373 -2.187816  0.28
H6 -0.396916 2.184346 -0.327771  0.38
H7 -0.027589 -1.538490 -1.718902  0.25
H8 1.664132 -0.784152 0.727407  0.37

Atomic forces in eV per Å
1.848 -1.364 0.156
-2.441 -0.300 0.202
1.079 -0.108 -0.219
0.774 0.264 -0.480
0.061 0.032 0.336
-0.167 0.658 -0.164
-0.641 0.345 -0.590
-0.419 0.104 0.253
-0.008 0.166 0.149
-0.017 -0.156 -0.377
-0.048 -0.075 0.279
-0.023 0.432 0.455

Results
net charge	+1
energy above the lowest of the compared OMol25 structures with the same formula, charge and spin	8.4	kcal/mol
orbital gap	11.27	eV
electronic energy	-173.56929	Ha
highest occupied orbital energy	-15.24	eV

***

# C3H8N

An isolated ion of composition C3H8N and charge +1 (wB97M-V/def2-TZVPD, the OMol25 dataset).

Each line ends with the Mulliken charge.
Element x y z (Å)
N1 1.675475 -0.720849 0.278676  -0.28
C1 -0.588816 -0.059314 -0.399453  -0.09
C2 -1.863396 0.665423 -0.085417  -1.08
C3 0.570753 0.270614 0.128587  -0.22
H1 -1.673590 1.651172 0.333014  0.35
H2 -2.387071 0.848452 -1.025600  0.33
H3 2.440661 -0.219343 0.730288  0.37
H4 1.366676 -1.450851 0.923985  0.37
H5 0.672274 1.163919 0.726180  0.28
H6 -0.680485 -0.997425 -0.944877  0.29
H7 1.899443 -1.167053 -0.612197  0.38
H8 -2.449028 0.012466 0.561222  0.30

Atomic forces in eV per Å
-0.730 0.568 0.036
-0.228 -0.580 0.367
0.567 0.380 -1.294
-0.620 0.084 0.615
-0.045 -0.151 0.408
-0.333 -0.194 0.166
0.520 -0.405 -0.458
0.115 -0.048 0.009
0.404 -0.038 0.075
-0.039 -0.001 0.010
0.524 0.157 0.047
-0.136 0.230 0.020

Results
net charge	+1
energy above the lowest of the compared OMol25 structures with the same formula, charge and spin	7.2	kcal/mol
orbital gap	11.16	eV
electronic energy	-173.57127	Ha
highest occupied orbital energy	-15.07	eV

***

# C3H8N2

C3H8N2 as an isolated structure (wB97M-V/def2-TZVPD, the OMol25 dataset).

Each line ends with the Mulliken charge.
Element x y z (Å)
N1 -1.350678 0.685416 0.041704  -0.47
N2 0.795774 -0.262585 0.190460  -0.19
C1 -0.089483 0.840079 -0.014748  0.12
C2 -1.884418 -0.658212 -0.020178  -0.62
C3 2.246478 -0.219773 -0.059269  -0.61
H1 2.638998 -1.180341 -1.050921  0.23
H2 0.348986 1.837527 -0.187970  0.32
H3 0.166184 -1.077931 0.047722  0.03
H4 -0.883173 -1.406949 -0.624915  0.23
H5 -2.040057 -1.032298 1.103673  0.27
H6 2.206544 1.042488 -0.648289  0.19
H7 -2.968719 -0.602176 -0.873449  0.26
H8 2.780100 -0.312699 1.174174  0.24

Atomic forces in eV per Å
-0.386 -0.047 -1.038
-1.059 0.978 -0.656
1.132 -1.522 0.714
0.087 -0.747 -1.601
-0.413 1.187 -0.940
-1.021 3.196 3.491
-0.074 -0.467 0.317
1.896 0.152 0.582
-4.015 1.279 1.219
-0.115 0.276 -2.777
1.453 -3.981 1.983
3.451 -0.608 3.168
-0.935 0.303 -4.462

Results
energy above the lowest of the compared OMol25 structures with the same formula, charge and spin	167.3	kcal/mol
orbital gap	9.32	eV
electronic energy	-228.38205	Ha
highest occupied orbital energy	-8.73	eV

***

# C3H8N2

A 2-piece molecular cluster, C3H8N2 overall (wB97M-V/def2-TZVPD, the OMol25 dataset).

Each line ends with the Mulliken charge.
Element x y z (Å)
N1 -2.675575 -0.484519 -0.911703  -0.66
N2 -0.974467 1.163062 -1.036978  -0.49
C1 -2.058111 0.541476 -0.460587  0.14
C2 2.697722 -1.273776 1.341716  -0.41
C3 2.898081 -0.019118 0.960882  -0.48
H1 3.574103 0.226881 0.146482  0.21
H2 2.397549 0.882792 1.293936  0.22
H3 -2.275112 0.851670 0.557380  0.26
H4 -0.406565 1.643931 -0.370562  0.24
H5 -0.532054 0.680389 -1.798235  0.25
H6 3.047209 -2.139126 0.797923  0.24
H7 -3.125354 -0.896983 -0.100241  0.24
H8 2.014802 -1.445433 2.164085  0.21

Atomic forces in eV per Å
0.881 0.336 -0.088
-1.279 0.104 0.009
0.528 -1.385 0.507
-0.882 0.738 0.203
0.498 0.118 -1.028
0.013 -0.310 -0.123
-0.071 -0.355 0.788
0.209 0.622 0.158
0.367 0.212 -0.166
0.129 -0.024 -0.029
0.476 0.086 0.150
-0.826 0.123 -0.387
-0.043 -0.266 0.006

Results
energy above the lowest of the compared OMol25 structures with the same formula, charge and spin	56.0	kcal/mol
orbital gap	10.03	eV
electronic energy	-228.55935	Ha
highest occupied orbital energy	-9.23	eV